(1)
The following is a DFT calculation (ωB97M-V/def2-TZVPD) of a molecular structure, C42H24N10RuSe2.

Properties
total charge = +2
calculated total energy = -7059.71983 a.u.
largest force on an atom = 0.015 hartree/bohr
LUMO (spin up / spin down) = -0.294 / -0.294 Eh

Each line ends with the Mulliken charge.
Cartesian coordinates (Å):
Ru1 -0.11 -0.37 -0.14  -0.444
C1 5.10 -2.00 3.67  -0.637
C2 5.77 -1.00 2.97  -0.746
C3 5.17 -0.35 1.89  -0.088
C4 3.88 -0.70 1.58  0.011
C5 2.95 -0.26 0.53  -0.052
N1 3.34 0.46 -0.53  -0.567
C6 2.56 0.81 -1.49  0.048
C7 3.05 1.58 -2.63  0.028
C8 4.32 1.82 -3.10  -0.350
C9 4.44 2.65 -4.21  -0.688
C10 3.33 3.24 -4.79  -0.836
C11 2.04 3.03 -4.28  -0.522
C12 1.93 2.19 -3.19  0.572
C13 0.79 1.72 -2.40  0.272
N2 -1.42 1.80 -1.41  0.655
C14 -1.98 0.72 -1.95  -0.399
N3 -1.70 -0.46 -1.37  0.868
C15 -2.05 -1.45 -2.21  -0.088
N4 -1.77 -2.74 -2.05  -0.572
C16 -0.95 -3.18 -1.13  -0.164
N5 -0.06 -2.46 -0.37  0.202
C17 0.43 -3.29 0.57  0.247
N6 1.27 -3.00 1.57  -0.449
C18 1.94 -1.88 1.57  -0.724
N7 1.76 -0.82 0.69  0.847
C19 3.21 -1.70 2.29  0.686
C20 3.81 -2.39 3.32  -0.478
C21 -0.07 -4.65 0.38  0.250
C22 0.16 -5.83 1.06  -0.214
C23 -0.49 -6.97 0.58  -0.746
C24 -1.34 -6.91 -0.51  -0.687
C25 -1.58 -5.71 -1.19  -0.205
C26 -0.92 -4.60 -0.72  0.262
C27 -2.76 -0.87 -3.36  -0.070
C28 -3.41 -1.44 -4.43  -0.225
C29 -4.01 -0.58 -5.35  -0.711
C30 -3.96 0.80 -5.19  -0.843
C31 -3.30 1.38 -4.11  -0.026
C32 -2.70 0.53 -3.21  0.311
N8 1.13 0.77 -1.55  0.617
H1 5.60 -2.49 4.50  0.453
H2 6.78 -0.74 3.26  0.439
H3 5.71 0.40 1.31  0.579
H4 5.19 1.36 -2.64  0.569
H5 5.42 2.84 -4.63  0.438
H6 3.45 3.88 -5.65  0.443
H7 1.19 3.51 -4.74  0.508
H8 3.30 -3.19 3.84  0.562
H9 0.82 -5.86 1.91  0.604
H10 -0.34 -7.92 1.08  0.448
H11 -1.82 -7.82 -0.85  0.440
H12 -2.23 -5.66 -2.05  0.585
H13 -3.47 -2.51 -4.54  0.603
H14 -4.54 -0.99 -6.20  0.441
H15 -4.45 1.43 -5.92  0.434
H16 -3.29 2.45 -3.98  0.661
Se1 -0.99 2.45 2.55  0.035
Se2 0.41 0.71 3.12  0.115
C33 -0.92 -0.65 2.82  0.123
C34 -1.56 -1.19 3.93  -1.028
C35 -2.63 -2.05 3.75  -0.423
C36 -3.04 -2.32 2.46  -1.179
C37 -2.33 -1.77 1.41  -0.230
N9 -1.26 -0.98 1.56  1.061
C38 -0.71 2.68 0.64  -0.318
C39 -0.54 3.98 0.30  -0.689
C40 -0.35 4.53 -1.02  -0.383
C41 -0.32 3.91 -2.20  -1.224
C42 -0.54 2.45 -2.42  -0.298
N10 -0.87 1.56 -0.13  0.135
H17 -1.24 -0.90 4.92  0.528
H18 -3.15 -2.47 4.60  0.460
H19 -3.90 -2.95 2.25  0.533
H20 -2.64 -1.97 0.39  0.447
H21 -0.50 4.69 1.11  0.435
H22 -0.20 5.61 -1.04  0.401
H23 -0.13 4.49 -3.09  0.448
H24 -1.01 2.33 -3.41  0.496

---

(2)
The following is a DFT calculation (ωB97M-V/def2-TZVPD) of a molecular structure, C21H60N5O10PS3 at a distorted geometry.

Properties
calculated total energy = -3398.06473 a.u.
largest force on an atom = 0.088 hartree/bohr
LUMO = 0.015 Eh

Each line ends with the Mulliken charge.
Cartesian coordinates (Å):
C1 5.47 -2.13 1.48  -0.318
S1 4.22 -3.08 0.55  1.129
O1 4.40 -4.49 0.94  -0.635
O2 4.44 -2.86 -0.89  -0.591
O3 2.75 -2.55 1.07  -0.090
S2 1.70 -2.12 -0.19  0.681
O4 1.23 -0.78 0.22  -0.501
O5 0.42 -3.16 -0.03  -0.272
P1 -0.70 -2.72 1.18  0.477
S3 -0.13 -3.05 3.00  -0.379
H1 6.45 -2.27 1.02  0.135
H2 5.49 -2.50 2.50  0.359
H3 5.20 -1.07 1.46  -0.043
H4 -1.07 -1.37 1.04  0.049
H5 -1.86 -3.49 0.91  -0.043
C2 1.90 2.69 3.33  -1.342
C3 3.11 2.07 4.04  0.461
C4 4.43 2.21 3.26  -0.809
O6 4.56 1.33 2.16  -0.311
C5 3.88 1.73 0.99  -0.376
N1 2.80 0.68 4.37  -0.663
H6 1.52 2.05 2.53  0.147
H7 1.09 2.83 4.03  0.366
H8 2.15 3.66 2.90  0.336
H9 3.24 2.62 4.98  0.423
H10 5.25 1.95 3.94  0.343
H11 4.60 3.24 2.94  0.393
H12 3.89 2.82 0.86  0.384
H13 2.86 1.35 0.99  0.056
H14 4.39 1.28 0.13  0.078
H15 3.54 0.30 4.95  0.284
H16 2.85 0.14 3.51  0.224
C6 -3.92 -5.37 -1.56  -1.411
C7 -4.76 -4.65 -0.50  0.210
C8 -6.28 -4.83 -0.68  -0.830
O7 -6.84 -4.06 -1.73  -0.363
C9 -6.67 -4.61 -3.03  -0.649
N2 -4.38 -3.23 -0.47  -0.330
H17 -3.89 -4.83 -2.50  0.295
H18 -2.89 -5.46 -1.21  0.296
H19 -4.30 -6.37 -1.74  0.371
H20 -4.51 -5.09 0.47  0.426
H21 -6.77 -4.47 0.23  0.342
H22 -6.55 -5.89 -0.80  0.450
H23 -6.71 -5.70 -3.02  0.304
H24 -5.73 -4.27 -3.47  0.222
H25 -7.48 -4.23 -3.65  0.258
H26 -4.86 -2.78 0.30  0.241
H27 -4.78 -2.79 -1.30  0.216
C10 -3.65 2.69 -2.66  -1.254
C11 -5.05 2.14 -2.47  0.285
C12 -5.21 1.27 -1.21  -0.667
O8 -4.65 -0.03 -1.31  -0.312
C13 -3.25 -0.08 -1.11  -0.259
N3 -5.45 1.42 -3.69  -0.767
H28 -2.96 1.95 -3.06  0.309
H29 -3.66 3.52 -3.38  0.354
H30 -3.24 3.07 -1.72  0.180
H31 -5.73 2.99 -2.35  0.436
H32 -6.28 1.11 -1.04  0.333
H33 -4.83 1.79 -0.32  0.387
H34 -2.91 0.65 -0.37  0.186
H35 -2.72 0.07 -2.06  0.222
H36 -3.00 -1.08 -0.76  -0.071
H37 -6.42 1.14 -3.60  0.274
H38 -4.95 0.53 -3.69  0.330
C14 8.24 -1.60 -4.28  -1.451
C15 7.79 -0.49 -3.34  0.365
C16 8.55 -0.45 -2.01  -0.751
O9 8.18 -1.46 -1.08  -0.253
C17 8.76 -2.73 -1.32  -0.768
N4 6.34 -0.61 -3.13  -0.683
H39 7.85 -2.58 -4.00  0.268
H40 7.89 -1.40 -5.29  0.364
H41 9.33 -1.67 -4.31  0.355
H42 7.98 0.46 -3.85  0.426
H43 8.30 0.50 -1.51  0.331
H44 9.63 -0.45 -2.16  0.399
H45 9.78 -2.64 -1.70  0.358
H46 8.15 -3.32 -2.00  0.268
H47 8.79 -3.26 -0.37  0.258
H48 6.02 0.20 -2.59  0.267
H49 6.19 -1.39 -2.50  0.268
C18 -3.07 3.53 2.71  -1.570
C19 -3.46 4.37 1.50  0.492
C20 -3.57 5.87 1.80  -0.857
O10 -4.74 6.25 2.51  -0.396
C21 -4.69 6.03 3.91  -0.640
N5 -4.70 3.83 0.92  -0.438
H50 -3.91 3.35 3.38  0.295
H51 -2.72 2.55 2.38  0.324
H52 -2.26 4.00 3.28  0.377
H53 -2.66 4.26 0.76  0.307
H54 -3.63 6.40 0.85  0.364
H55 -2.68 6.25 2.31  0.458
H56 -3.69 6.19 4.31  0.290
H57 -5.03 5.02 4.15  0.227
H58 -5.38 6.73 4.38  0.268
H59 -4.89 4.33 0.05  0.237
H60 -5.46 4.11 1.53  0.272

---

(3)
The following is a DFT calculation (ωB97M-V/def2-TZVPD) of a molecular structure, C5H8O2.

Properties
calculated total energy = -345.55684 a.u.
largest force on an atom = 0.010 hartree/bohr
relative energy (zero: lowest compared OMol25 entry of this formula, charge and spin) = 155.7 kcal per mole
LUMO (spin up / spin down) = 0.012 / 0.012 Eh

Each line ends with the Mulliken charge.
Cartesian coordinates (Å):
C1 0.61 1.57 0.69  -1.233
C2 0.15 0.15 0.78  0.265
C3 -1.65 -0.97 0.42  -0.845
O1 -1.27 0.28 -0.49  -0.388
C4 -0.77 -1.06 -0.76  -0.083
C5 0.63 -0.90 -0.26  0.020
O2 1.57 -0.40 -1.17  -0.577
H1 -0.06 2.22 1.25  0.337
H2 0.71 1.93 -0.33  0.287
H3 1.59 1.60 1.18  0.375
H4 0.04 -0.19 1.81  0.423
H5 -2.70 -1.20 0.17  0.187
H6 -1.03 -1.46 -1.74  0.418
H7 1.08 -1.78 0.22  0.423
H8 1.10 0.19 -1.78  0.390

---

(4)
The following is a DFT calculation (ωB97M-V/def2-TZVPD) of a molecular structure, C42H38BrClN2O3PdSb.

Properties
total charge = +1
calculated total energy = -5360.60570 a.u.
largest force on an atom = 0.012 hartree/bohr
2S+1 = 3
relative energy (zero: lowest compared OMol25 entry of this formula, charge and spin) = 20.2 kcal per mole
LUMO (spin up / spin down) = -0.133 / -0.163 Eh

Each line ends with the Löwdin spin population.
Cartesian coordinates (Å):
Pd1 0.62 0.43 -0.96  1.298
Br1 1.47 -4.18 4.68  0.002
C1 1.40 -2.65 3.58  0.007
C2 1.13 -1.41 4.15  0.000
C3 1.07 -0.29 3.34  0.008
C4 1.27 -0.42 1.97  0.008
C5 1.53 -1.66 1.41  0.009
C6 1.61 -2.78 2.22  -0.001
N1 1.14 0.69 1.10  0.108
C7 1.58 1.86 1.37  0.001
C8 1.36 2.93 0.39  0.008
C9 1.63 4.25 0.67  0.003
C10 1.38 5.21 -0.31  -0.005
C11 0.87 4.80 -1.53  0.004
C12 0.62 3.45 -1.74  0.009
N2 0.86 2.55 -0.80  0.117
H1 0.98 -1.33 5.22  0.000
H2 0.84 0.67 3.78  0.000
H3 1.71 -1.75 0.34  0.001
H4 1.82 -3.75 1.79  0.000
H5 2.14 2.06 2.28  0.003
H6 2.04 4.53 1.63  0.001
H7 1.59 6.25 -0.12  0.000
H8 0.66 5.51 -2.32  0.001
H9 0.23 3.08 -2.68  0.002
C13 4.98 -2.54 1.45  0.000
C14 4.86 -1.13 1.97  0.000
C15 4.47 -0.91 3.29  0.000
C16 4.42 0.37 3.80  0.000
Cl1 3.94 0.62 5.46  0.000
C17 4.77 1.47 3.03  0.000
C18 5.16 1.26 1.72  0.000
C19 5.19 -0.02 1.19  0.000
O1 5.67 -0.17 -0.10  0.004
C20 4.75 -0.57 -1.09  0.006
C21 3.50 0.30 -1.14  0.010
O2 3.51 1.47 -0.80  0.002
O3 2.44 -0.34 -1.56  0.154
H10 4.99 -3.25 2.27  0.000
H11 5.89 -2.66 0.87  0.000
H12 4.14 -2.80 0.80  0.000
H13 4.23 -1.75 3.93  0.000
H14 4.77 2.46 3.46  0.000
H15 5.45 2.08 1.08  0.000
H16 4.47 -1.62 -0.98  0.000
H17 5.27 -0.46 -2.04  0.000
C22 -4.78 -1.41 -2.14  0.001
C23 -5.23 -0.17 -1.40  0.007
C24 -6.58 0.13 -1.33  0.003
C25 -7.04 1.25 -0.65  -0.001
C26 -6.15 2.09 -0.01  0.001
C27 -4.79 1.81 -0.07  0.005
C28 -4.33 0.69 -0.76  0.054
Sb1 -2.24 0.36 -0.71  0.098
C29 -2.05 -1.62 0.05  0.006
C30 -1.86 -2.75 -0.74  0.002
C31 -1.65 -3.99 -0.16  0.000
C32 -1.64 -4.11 1.22  0.000
C33 -1.86 -2.99 2.01  0.000
C34 -2.06 -1.74 1.45  0.000
C35 -2.33 -0.55 2.35  0.004
C36 -1.57 0.16 -2.73  0.013
C37 -0.49 -0.70 -3.00  0.016
C38 0.12 -0.75 -4.25  0.010
C39 -0.35 0.06 -5.26  0.000
C40 -1.40 0.94 -5.01  0.012
C41 -2.01 1.02 -3.76  -0.003
C42 -3.11 2.02 -3.54  0.000
H18 -5.56 -1.75 -2.82  0.000
H19 -4.57 -2.22 -1.44  0.000
H20 -3.88 -1.23 -2.73  0.000
H21 -7.30 -0.51 -1.83  0.001
H22 -8.10 1.46 -0.61  0.000
H23 -6.50 2.96 0.53  0.000
H24 -4.09 2.47 0.43  0.002
H25 -1.90 -2.68 -1.82  0.000
H26 -1.51 -4.86 -0.78  0.000
H27 -1.48 -5.07 1.69  0.000
H28 -1.86 -3.09 3.09  0.000
H29 -2.27 -0.85 3.39  0.000
H30 -3.32 -0.14 2.17  0.001
H31 -1.60 0.25 2.19  0.002
H32 -0.15 -1.42 -2.26  0.005
H33 0.96 -1.42 -4.41  0.000
H34 0.09 0.03 -6.25  0.000
H35 -1.76 1.58 -5.80  0.001
H36 -3.11 2.78 -4.32  0.000
H37 -3.01 2.53 -2.58  0.001
H38 -4.09 1.54 -3.53  0.000